Record 1
{"formula": "C34H32ClN5O6PtS", "method": "the ωB97M-V functional and the def2-TZVPD basis", "species": ["Pt", "Cl", "C", "C", "C", "C", "O", "C", "C", "N", "C", "C", "C", "C", "C", "C", "C", "C", "N", "C", "C", "H", "H", "H", "H", "H", "H", "H", "H", "H", "H", "C", "C", "O", "N", "C", "C", "C", "C", "C", "C", "N", "H", "H", "H", "H", "H", "H", "H", "H", "H", "H", "C", "C", "C", "C", "C", "C", "C", "S", "O", "O", "N", "C", "C", "C", "O", "O", "H", "H", "H", "H", "H", "H", "H", "H", "H", "H", "H", "H"], "coordinates": [[0.8412, -0.8993, 0.7888], [7.9634, -0.6223, 0.0441], [6.2698, -0.9745, 0.0230], [5.6987, -1.6031, -1.0862], [4.3488, -1.8865, -1.1236], [3.5123, -1.5499, -0.0672], [2.2180, -1.9063, -0.1889], [4.0833, -0.9239, 1.0552], [3.3444, -0.5298, 2.1946], [2.0601, -0.6272, 2.3387], [1.3658, -0.1581, 3.4833], [1.8574, -0.1317, 4.7559], [1.0826, 0.4336, 5.7956], [-0.1540, 0.9588, 5.5523], [-0.6952, 0.9170, 4.2433], [-1.9522, 1.4501, 3.8814], [-2.3817, 1.3789, 2.5830], [-1.5827, 0.7336, 1.6315], [-0.4171, 0.2067, 1.9520], [0.0660, 0.3196, 3.2287], [5.4751, -0.6462, 1.0794], [6.3320, -1.8641, -1.9240], [3.9055, -2.3757, -1.9807], [3.9048, -0.1283, 3.0346], [2.8348, -0.5392, 4.9792], [1.4916, 0.4556, 6.7961], [-0.7334, 1.4052, 6.3494], [-2.5646, 1.9253, 4.6377], [-3.3261, 1.8036, 2.2758], [-1.8965, 0.6419, 0.5995], [5.9133, -0.1644, 1.9446], [-1.5013, -3.6781, 3.1545], [-0.6494, -3.3530, 1.9748], [0.2093, -2.4348, 2.0900], [-0.8163, -4.0277, 0.8542], [0.0328, -3.8133, -0.3178], [-0.5054, -2.7229, -1.2125], [-1.1026, -3.0568, -2.4119], [-1.5972, -2.0653, -3.2454], [-1.5050, -0.7498, -2.8364], [-0.9087, -0.4709, -1.6243], [-0.4112, -1.4259, -0.8244], [-0.9890, -3.3807, 4.0659], [-1.7439, -4.7380, 3.1957], [-2.4303, -3.1079, 3.0793], [-1.5659, -4.7018, 0.8078], [0.1000, -4.7440, -0.8748], [1.0358, -3.5709, 0.0207], [-1.1615, -4.0982, -2.6972], [-2.0447, -2.3227, -4.1961], [-1.8777, 0.0693, -3.4346], [-0.8201, 0.5480, -1.2822], [-5.3185, 0.3352, -3.5352], [-4.1747, 1.2280, -3.1406], [-3.7819, 1.3386, -1.8083], [-2.7283, 2.1640, -1.4411], [-2.0628, 2.8934, -2.4156], [-2.4395, 2.8042, -3.7503], [-3.4833, 1.9662, -4.1035], [-0.8558, 4.0876, -1.9240], [-0.6243, 3.8719, -0.5178], [-1.2408, 5.3719, -2.4121], [0.4702, 3.6771, -2.8017], [1.2463, 2.5085, -2.4109], [2.0266, 2.7141, -1.1017], [1.8892, 1.6907, -0.0063], [2.3336, 1.8704, 1.0964], [1.1663, 0.6120, -0.3733], [-6.0322, 0.2225, -2.7205], [-4.9611, -0.6631, -3.8025], [-5.8470, 0.7318, -4.4003], [-4.3402, 0.8011, -1.0496], [-2.4425, 2.3037, -0.4052], [-1.9359, 3.4071, -4.4948], [-3.7928, 1.9100, -5.1400], [1.0125, 4.5059, -3.0186], [1.9243, 2.2861, -3.2332], [0.5620, 1.6631, -2.3396], [1.7162, 3.6476, -0.6333], [3.1016, 2.7964, -1.2792]], "forces_ev_per_angstrom": [[-0.73, -0.72, 0.52], [-0.22, -0.05, -0.01], [0.25, -0.02, -0.13], [-0.08, -0.11, -0.15], [0.22, -0.11, -0.31], [-0.50, -0.17, -0.05], [0.58, 0.01, -0.02], [0.30, 0.26, 0.02], [-0.17, -0.22, 0.37], [0.16, 0.73, -0.24], [0.04, -0.02, 0.06], [-0.01, 0.05, 0.07], [0.04, -0.01, -0.02], [-0.01, -0.01, -0.02], [0.03, 0.00, -0.01], [-0.01, 0.02, 0.01], [0.00, 0.02, -0.02], [0.11, -0.11, 0.08], [-0.20, -0.02, -0.06], [-0.03, 0.13, -0.13], [-0.26, 0.07, 0.23], [-0.03, -0.02, -0.01], [0.07, 0.01, -0.03], [-0.02, -0.03, 0.03], [0.00, 0.01, 0.02], [0.00, -0.01, 0.00], [0.00, 0.00, 0.00], [0.01, 0.01, 0.00], [-0.01, 0.01, 0.00], [0.00, -0.09, 0.12], [-0.07, 0.01, 0.02], [-0.03, -0.09, 0.05], [0.07, 0.11, 0.08], [0.10, -0.04, -0.21], [0.10, 0.08, -0.22], [-0.11, 0.07, 0.09], [0.00, 0.08, 0.02], [0.03, -0.03, 0.05], [-0.01, 0.05, -0.04], [0.02, -0.02, -0.07], [-0.05, -0.16, 0.22], [0.11, -0.13, -0.13], [0.01, 0.00, -0.03], [-0.04, 0.00, 0.01], [0.00, 0.00, 0.02], [0.07, -0.07, 0.02], [-0.13, -0.01, 0.00], [0.01, -0.05, 0.01], [0.01, 0.00, 0.00], [0.00, 0.00, 0.00], [0.03, -0.03, 0.00], [0.07, -0.12, -0.02], [0.02, 0.01, 0.01], [-0.08, 0.03, 0.00], [-0.06, 0.08, 0.01], [-0.18, 0.20, -0.08], [0.05, -0.04, -0.01], [0.03, -0.02, 0.00], [-0.07, 0.03, -0.01], [0.07, 0.20, -0.10], [-0.09, -0.20, 0.06], [-0.02, 0.01, 0.11], [-0.07, -0.07, -0.12], [0.08, 0.05, 0.19], [0.18, -0.07, -0.11], [-0.48, 0.18, 0.16], [0.05, -0.34, 0.11], [0.86, 0.52, -0.10], [0.00, 0.00, 0.00], [0.01, 0.01, 0.00], [0.00, 0.00, 0.00], [0.02, -0.02, 0.01], [-0.06, 0.08, -0.11], [0.01, -0.01, 0.00], [0.00, 0.00, 0.00], [-0.12, 0.05, -0.12], [-0.02, -0.02, -0.01], [0.07, 0.08, -0.02], [0.09, -0.03, 0.01], [-0.01, 0.02, -0.06]], "mol_weight_g_mol": 869.3, "homo_ha": -0.49643, "e_lumo_ev": -6.48, "total_charge": 2, "homo_lumo_gap_ev": 7.03}


Record 2
{"formula": "C29H31NO8", "method": "the ωB97M-V functional and the def2-TZVPD basis", "species": ["C", "C", "C", "C", "C", "C", "C", "C", "C", "C", "C", "C", "O", "C", "O", "C", "C", "O", "C", "O", "C", "C", "C", "C", "O", "C", "C", "C", "C", "O", "C", "C", "N", "C", "C", "O", "C", "O", "H", "H", "H", "H", "H", "H", "H", "H", "H", "H", "H", "H", "H", "H", "H", "H", "H", "H", "H", "H", "H", "H", "H", "H", "H", "H", "H", "H", "H", "H", "H"], "coordinates": [[2.9874, 2.0501, -3.6656], [1.5821, 1.5903, -4.0352], [0.4779, 2.4027, -3.3567], [0.4197, 2.1980, -1.8335], [0.1642, 0.7685, -1.4620], [1.1766, 0.0079, -0.9652], [1.0143, -1.3457, -0.5476], [1.9929, -2.1302, 0.0564], [3.3933, -1.7626, 0.1173], [4.4099, -2.2809, 0.8828], [5.5825, -1.5817, 0.5219], [5.2106, -0.6884, -0.4326], [3.8913, -0.7850, -0.6856], [1.6259, -3.3997, 0.6401], [2.3742, -4.2836, 0.9994], [0.0866, -3.5424, 0.8920], [-0.2893, -4.8811, 1.4965], [-0.1827, -2.4525, 1.8027], [-1.3994, -1.9143, 1.7896], [-2.3306, -2.3420, 1.1421], [-1.4769, -0.6804, 2.5993], [-0.3349, -0.0127, 3.0277], [-0.4346, 1.1847, 3.7094], [-1.6869, 1.7369, 3.9748], [-1.9013, 2.9035, 4.6238], [-0.7939, 3.6329, 5.1026], [-2.8374, 1.0636, 3.5433], [-2.7315, -0.1292, 2.8659], [-0.5899, -3.2684, -0.4380], [-1.1850, -4.0766, -1.1023], [-0.2924, -1.8737, -0.8362], [-1.2544, -1.1023, -1.3898], [-1.0810, 0.2198, -1.6671], [-2.2788, 1.0068, -1.8996], [-3.1425, 0.4264, -3.0406], [-3.8504, 1.4326, -3.7135], [-3.0536, 1.1293, -0.5758], [-2.2910, 1.9426, 0.2869], [3.7225, 1.5134, -4.2600], [3.2030, 1.8579, -2.6184], [3.1045, 3.1151, -3.8561], [1.4686, 0.5349, -3.7794], [1.4557, 1.6844, -5.1161], [0.6432, 3.4643, -3.5530], [-0.4778, 2.1286, -3.8077], [-0.3406, 2.8466, -1.3951], [1.3758, 2.4942, -1.4041], [2.1391, 0.4683, -0.8298], [4.3235, -3.0669, 1.6020], [6.5664, -1.7269, 0.9190], [5.7596, 0.0436, -0.9916], [0.2939, -5.0557, 2.3967], [-0.0753, -5.6630, 0.7734], [-1.3515, -4.8915, 1.7298], [0.6350, -0.4341, 2.8153], [0.4671, 1.6820, 4.0284], [-0.2185, 3.0544, 5.8310], [-1.2114, 4.5123, 5.5897], [-0.1393, 3.9478, 4.2845], [-3.7982, 1.5002, 3.7680], [-3.6123, -0.6595, 2.5354], [-2.2254, -1.5272, -1.5850], [-1.9879, 2.0135, -2.2024], [-3.8259, -0.3444, -2.6627], [-2.4882, -0.0231, -3.7919], [-4.5228, 1.8036, -3.1318], [-4.0364, 1.5891, -0.7630], [-3.2078, 0.1325, -0.1444], [-2.6096, 1.8423, 1.1917]], "forces_ev_per_angstrom": [[-0.19, -0.15, -0.09], [-0.02, 0.21, -0.01], [0.13, -0.20, 0.02], [-0.17, 0.13, -0.21], [0.25, 0.00, 0.25], [0.05, 0.14, -0.03], [0.08, -0.33, 0.13], [0.08, 0.43, -0.50], [0.38, -0.57, 0.81], [-0.56, 0.20, -0.26], [-0.01, 0.51, -0.45], [0.80, -0.17, 0.39], [-0.35, 0.01, -0.24], [-0.41, 0.00, -0.01], [-0.06, -0.04, 0.09], [0.06, -0.99, 0.17], [0.09, 0.40, -0.07], [0.02, -0.11, 0.12], [-0.49, 0.18, 0.01], [0.07, -0.14, 0.27], [0.10, 0.18, 0.09], [-0.26, -0.24, -0.11], [-0.01, 0.38, 0.22], [0.01, -0.15, -0.14], [-0.25, -0.24, -0.12], [0.23, 0.15, 0.09], [0.02, 0.18, 0.10], [0.17, -0.11, -0.03], [-0.05, 0.11, -0.18], [0.10, 0.07, 0.11], [-0.23, 0.41, -0.52], [0.34, -0.28, 0.22], [0.40, -0.26, -0.09], [-0.62, 0.26, 0.15], [0.33, -0.12, 0.24], [-0.30, 0.41, -0.08], [-0.02, 0.11, -0.31], [0.12, 0.13, -0.03], [0.14, -0.02, 0.00], [0.10, 0.01, 0.15], [0.06, 0.13, 0.00], [-0.03, -0.06, -0.10], [-0.03, -0.09, 0.00], [-0.08, 0.04, -0.03], [-0.10, 0.08, 0.00], [0.06, 0.01, 0.06], [-0.04, -0.05, 0.10], [-0.03, 0.14, -0.05], [-0.09, -0.17, 0.07], [0.23, 0.02, 0.02], [-0.01, 0.11, -0.11], [0.05, -0.02, 0.00], [0.01, -0.07, 0.01], [-0.06, -0.01, -0.04], [0.11, -0.02, -0.02], [0.07, 0.08, 0.03], [-0.02, 0.01, -0.04], [0.08, -0.05, -0.03], [-0.02, -0.03, 0.03], [-0.12, 0.03, 0.04], [-0.09, -0.03, -0.04], [-0.15, 0.00, 0.02], [-0.01, -0.19, -0.03], [0.08, -0.03, -0.03], [-0.03, -0.05, 0.15], [0.01, -0.05, -0.06], [0.04, -0.11, -0.07], [-0.05, 0.00, -0.07], [0.06, -0.09, 0.04]], "mol_weight_g_mol": 521.6, "homo_ha": -0.24965, "e_lumo_ev": 0.01, "total_charge": 0, "homo_lumo_gap_ev": 6.80}


Record 3
{"formula": "C6H9NO", "method": "the ωB97M-V functional and the def2-TZVPD basis", "species": ["N", "C", "C", "C", "C", "C", "C", "H", "H", "H", "H", "H", "H", "H", "O", "H", "H"], "coordinates": [[0.4053, 1.7601, -0.4273], [-0.0921, 0.7067, -0.8059], [-1.3458, 0.0392, -1.2201], [-2.0633, -0.9534, -0.2439], [-3.3434, -0.1326, -0.4004], [-3.1060, 1.2739, 0.0643], [-2.6263, 0.8704, -1.2954], [-1.1449, -0.4614, -2.1783], [-2.1322, -1.9597, -0.6712], [-1.6557, -1.0188, 0.7753], [-4.3445, -0.5463, -0.5237], [-3.9838, 1.9215, 0.0630], [-2.3911, 1.4737, 0.8687], [-2.9896, 1.3525, -2.2026], [1.3198, -0.2524, 0.0549], [1.4543, 1.1151, 0.2667], [0.7806, -0.8857, 0.5426]], "forces_ev_per_angstrom": [[-0.55, -1.52, -0.66], [1.88, 3.52, 2.32], [0.58, -0.91, -0.76], [0.11, -0.19, 0.11], [-0.22, -0.03, 0.08], [0.03, 0.03, 0.17], [-0.07, 0.37, -0.21], [-0.18, 0.05, 0.27], [0.08, 0.25, 0.11], [-0.14, 0.06, -0.24], [0.36, 0.13, 0.03], [0.28, -0.19, -0.01], [-0.19, -0.06, -0.29], [0.19, -0.13, 0.29], [-0.47, -0.50, -0.99], [-2.23, -0.87, -1.22], [0.57, -0.01, 1.00]], "mol_weight_g_mol": 111.1, "homo_ha": -0.33197, "e_lumo_ev": 0.81, "total_charge": 0, "homo_lumo_gap_ev": 9.85}


Record 4
{"formula": "C4H12", "method": "the ωB97M-V functional and the def2-TZVPD basis", "species": ["C", "C", "H", "H", "H", "H", "H", "H", "C", "C", "H", "H", "H", "H", "H", "H"], "coordinates": [[-0.1945, -0.8087, -1.2608], [-1.4368, -1.1913, -2.1397], [0.7884, -1.1200, -1.7594], [-0.2375, 0.2957, -0.9342], [-0.1583, -1.4105, -0.2576], [-1.5366, -0.4806, -2.9632], [-2.2276, -1.1669, -1.5132], [-1.3019, -2.0729, -2.5913], [0.5060, 1.6231, 1.3336], [1.1307, 0.3793, 2.0247], [0.2655, 2.4570, 1.9617], [1.0320, 2.0081, 0.4600], [-0.4687, 1.1818, 0.9645], [2.0144, 0.6903, 2.7155], [1.4748, -0.3527, 1.2874], [0.3501, -0.0318, 2.6721]], "forces_ev_per_angstrom": [[0.70, -0.50, 1.16], [3.37, 3.72, 0.30], [-1.28, 0.98, 0.53], [0.39, -1.76, -0.84], [-0.37, 0.96, -1.75], [-0.19, 0.22, 0.24], [-2.97, -0.04, 1.59], [0.35, -3.65, -1.35], [-1.23, -1.91, -0.90], [1.35, 1.75, 1.21], [0.01, 0.26, 0.66], [0.24, -0.19, 0.09], [0.78, 1.04, 0.12], [-1.34, -0.71, -1.24], [-0.11, 0.11, 0.27], [0.32, -0.27, -0.10]], "mol_weight_g_mol": 60.1, "homo_ha": -0.41783, "e_lumo_ev": 1.17, "total_charge": 0, "homo_lumo_gap_ev": 12.54}


| no. | calculated total energy (Eh) |
| --- | --- |
| 1 | -3017.30394 |
| 2 | -1780.33569 |
| 3 | -363.82932 |
| 4 | -159.55258 |